ORCA calculation (the ωB97M-V functional and the def2-TZVPD basis) on C40H41BF2N4P2PdSTe as an isolated structure.

The HOMO-LUMO gap comes out at 0.1352 hartree. As for the charge: -2. Its electronic energy is -3469.3455 a.u. The calculation puts the relative energy (zero: lowest compared OMol25 entry of this formula, charge and spin) at 33.36 kcal/mol.

Geometry as XYZ:
```
93
Properties=species:S:1:pos:R:3:mulliken_charge:R:1
Pd 0.31 -0.68 0.17 -0.030
Te -3.09 3.27 -1.72 0.059
C -2.00 4.53 -3.11 -0.024
C -1.27 5.63 -2.67 -0.109
C -0.50 6.35 -3.57 -0.422
N -0.41 6.07 -4.87 -0.724
C -1.12 5.01 -5.29 -0.421
C -1.91 4.23 -4.46 -0.008
C -1.56 2.02 -1.15 -0.614
P -0.87 2.14 0.47 0.149
C -1.62 3.58 1.34 0.112
C -2.73 3.30 2.14 -0.645
C -3.35 4.31 2.86 -0.720
C -2.88 5.61 2.82 -0.474
C -1.76 5.90 2.05 -0.691
C -1.13 4.89 1.32 -0.254
C 0.87 2.74 0.34 1.073
C 1.27 3.55 -0.71 0.320
C 2.55 4.10 -0.75 -0.860
C 3.44 3.82 0.28 -0.999
C 3.05 3.00 1.33 -0.378
C 1.78 2.45 1.36 -1.153
P -1.29 0.37 -1.81 1.338
C -2.50 0.26 -3.20 -0.168
C -2.25 0.50 -4.55 -0.424
C -3.26 0.33 -5.50 -0.664
C -4.53 -0.08 -5.12 -0.483
C -4.79 -0.34 -3.78 -0.657
C -3.79 -0.18 -2.84 -0.435
C 0.22 0.57 -2.89 0.870
C 0.64 1.80 -3.39 0.049
C 1.73 1.89 -4.26 -0.775
C 2.41 0.73 -4.64 -0.800
C 1.99 -0.50 -4.14 -0.629
C 0.91 -0.58 -3.27 -1.089
H -1.28 5.91 -1.62 0.385
H 0.08 7.21 -3.23 0.382
H -1.03 4.78 -6.35 0.362
H -2.44 3.37 -4.87 0.420
H -3.08 2.28 2.19 0.374
H -4.22 4.07 3.48 0.387
H -3.36 6.39 3.38 0.346
H -1.37 6.91 2.01 0.397
H -0.25 5.12 0.73 0.425
H 0.56 3.77 -1.50 0.095
H 2.85 4.73 -1.58 0.419
H 4.45 4.23 0.26 0.337
H 3.76 2.76 2.12 0.398
H 1.47 1.80 2.17 0.306
H -1.27 0.82 -4.87 0.466
H -3.04 0.52 -6.55 0.395
H -5.31 -0.21 -5.87 0.347
H -5.77 -0.67 -3.47 0.371
H -3.99 -0.39 -1.79 0.393
H 0.09 2.69 -3.11 -0.048
H 2.04 2.85 -4.64 0.477
H 3.26 0.79 -5.31 0.302
H 2.52 -1.40 -4.42 0.374
H 0.61 -1.53 -2.85 0.254
C 1.10 -3.15 4.41 -1.628
C 0.64 -2.31 3.23 0.466
N 0.64 -3.09 2.00 -0.231
C -0.16 -2.55 0.91 -0.589
S 0.45 -3.10 -0.67 -0.447
N -1.55 -2.74 1.25 0.288
C -2.02 -4.12 1.11 -0.505
C -3.32 -4.33 1.89 -1.267
H 1.08 -2.57 5.34 0.431
H 2.12 -3.52 4.26 0.312
H 0.45 -4.03 4.53 0.333
H 1.26 -1.40 3.14 -0.139
H -0.37 -1.95 3.39 0.097
H 1.57 -3.25 1.64 0.318
H -2.11 -2.11 0.69 0.025
H -1.24 -4.77 1.50 0.390
H -2.17 -4.40 0.06 0.323
H -3.19 -4.01 2.93 0.267
H -3.63 -5.38 1.87 0.426
H -4.13 -3.73 1.46 0.263
C 5.45 0.62 0.17 -0.419
C 4.71 1.02 -0.93 -0.860
C 3.42 0.53 -1.08 -0.231
N 2.86 -0.31 -0.22 0.169
C 3.56 -0.68 0.85 0.091
C 4.86 -0.24 1.08 -0.769
H 6.46 0.99 0.33 0.353
H 5.12 1.72 -1.65 0.476
H 2.81 0.83 -1.92 0.535
H 3.05 -1.35 1.53 -0.043
H 5.39 -0.57 1.97 0.428
F -0.35 0.74 2.88 -0.118
B -0.83 0.33 1.60 1.750
F -2.20 0.03 1.75 -0.183
```


ORCA calculation (the ωB97M-V functional and the def2-TZVPD basis) on a 2-piece molecular cluster, C13H17O3 overall.

The expectation value of S² is 3.7603. The HOMO-LUMO gap (alpha / beta) comes out at 0.2181 / 0.3417 hartree. As for the charge: 0. Its electronic energy is -731.0580 a.u. Its spin multiplicity is 4.

Geometry as XYZ:
```
33
Properties=species:S:1:pos:R:3:mulliken_charge:R:1
O 2.24 1.04 3.77 -0.091
O 2.10 0.16 3.09 0.082
C 2.18 -1.55 -0.29 -1.860
C 2.30 -0.30 -1.19 2.559
C 2.53 0.85 -0.38 -0.417
O 2.72 1.78 0.26 -0.422
C 3.51 -0.48 -2.13 -1.993
C 1.01 -0.10 -2.05 -1.836
C -0.25 0.07 -1.25 0.701
C -1.01 -1.02 -0.87 -0.484
C -2.11 -0.87 -0.05 -0.578
C -2.50 0.39 0.39 0.806
C -3.66 0.55 1.34 -1.051
C -3.23 0.48 2.79 -1.065
C -1.75 1.48 -0.01 -0.652
C -0.64 1.33 -0.82 -0.456
H 1.98 -2.43 -0.89 0.350
H 3.11 -1.71 0.26 0.472
H 1.37 -1.44 0.43 0.390
H 3.37 -1.35 -2.77 0.420
H 3.64 0.39 -2.77 0.412
H 4.42 -0.62 -1.56 0.449
H 1.15 0.77 -2.69 0.466
H 0.90 -0.96 -2.72 0.533
H -0.72 -2.00 -1.20 0.386
H -2.67 -1.73 0.27 0.380
H -4.15 1.50 1.13 0.358
H -4.41 -0.22 1.12 0.357
H -4.08 0.60 3.47 0.359
H -2.76 -0.48 3.02 0.319
H -2.50 1.25 3.03 0.318
H -2.03 2.46 0.34 0.383
H -0.06 2.19 -1.10 0.405
```


ORCA calculation (the ωB97M-V functional and the def2-TZVPD basis) on C17H17BeCl2NO as an isolated structure.

The HOMO-LUMO gap (alpha / beta) comes out at 0.2463 / 0.1586 hartree. As for the charge: 0. Its electronic energy is -1723.0636 a.u.

Geometry as XYZ:
```
39
Properties=species:S:1:pos:R:3:mulliken_charge:R:1
C 0.17 1.07 -1.93 0.041
C -1.32 2.32 0.36 -0.697
C -0.89 0.16 -1.88 0.302
H 1.10 0.83 -2.49 0.595
C -2.22 1.16 0.45 -0.026
H -1.34 2.95 1.25 0.407
H -0.78 -0.86 -2.29 0.621
H -2.88 1.39 1.30 0.522
C -2.33 0.67 -2.07 -1.284
H -2.91 -0.08 -2.64 0.353
H -2.34 1.57 -2.72 0.312
C -0.01 2.57 -1.82 -1.394
H -0.14 3.05 -2.81 0.360
H 0.93 2.97 -1.40 0.451
C -1.16 3.06 -0.88 -0.580
H -2.11 3.10 -1.44 0.294
H -0.90 4.10 -0.61 0.414
C -3.13 0.96 -0.78 -0.865
H -3.72 1.88 -0.91 0.379
H -3.84 0.13 -0.59 0.447
Be 0.07 0.18 -0.33 -0.980
H -1.75 0.21 0.72 -0.249
Cl 4.43 1.12 0.45 -0.198
C 3.57 -0.24 1.01 0.223
C 4.16 -1.32 1.68 -0.620
C 3.42 -2.44 2.07 0.639
Cl 4.18 -3.71 2.93 -0.256
C 2.02 -2.55 1.73 -0.447
C 1.12 -3.61 2.00 -0.550
C -0.19 -3.50 1.59 -0.910
C -0.65 -2.37 0.89 0.232
N 0.17 -1.37 0.54 0.361
C 1.45 -1.44 1.04 0.385
C 2.19 -0.28 0.71 0.396
O 1.55 0.67 0.08 -0.429
H 5.22 -1.29 1.90 0.434
H 1.48 -4.49 2.52 0.438
H -0.90 -4.30 1.77 0.366
H -1.70 -2.26 0.62 0.516
```


ORCA calculation (the ωB97M-V functional and the def2-TZVPD basis) on a 12-piece molecular cluster, C27H83N19O12 overall.

The HOMO-LUMO gap comes out at 0.3592 hartree. As for the charge: 0. Its electronic energy is -3021.9957 a.u. The calculation puts the relative energy (zero: lowest compared OMol25 entry of this formula, charge and spin) at 15.86 kcal/mol.

Geometry as XYZ:
```
141
Properties=species:S:1:pos:R:3:mulliken_charge:R:1
C -3.34 2.71 1.00 -0.416
O -3.23 3.45 2.21 -0.340
C -4.36 3.34 3.04 -0.566
C -4.06 3.66 4.50 0.826
C -5.30 3.44 5.37 -1.451
N -3.44 4.97 4.70 -0.723
H -3.44 1.63 1.25 -0.120
H -2.49 3.00 0.45 0.039
H -4.25 2.95 0.47 0.676
H -5.17 4.01 2.69 0.169
H -4.73 2.28 2.95 0.292
H -3.29 2.94 4.78 -0.125
H -6.21 4.07 5.01 0.290
H -5.16 3.60 6.42 0.402
H -5.69 2.40 5.30 0.306
H -2.67 4.93 4.01 0.334
H -4.09 5.68 4.28 0.332
C 1.92 -6.65 4.97 -0.811
O 1.39 -5.62 4.13 -0.235
C 1.69 -5.70 2.79 -0.750
C 0.73 -4.67 2.12 0.270
C 0.83 -4.64 0.62 -1.451
N 1.05 -3.34 2.70 -0.738
H 1.42 -7.62 4.69 0.271
H 1.65 -6.40 6.02 0.222
H 2.95 -6.75 4.83 0.372
H 2.78 -5.34 2.69 0.287
H 1.62 -6.74 2.37 0.420
H -0.24 -5.08 2.51 0.221
H 0.01 -4.21 0.07 0.256
H 0.90 -5.62 0.19 0.593
H 1.75 -4.10 0.31 0.203
H 2.04 -3.17 2.55 0.117
H 0.91 -3.43 3.71 0.406
C 3.83 2.81 -5.42 -0.673
O 3.76 1.41 -5.28 -0.423
C 2.49 0.91 -5.41 -0.661
C 2.52 -0.57 -5.86 0.685
C 2.90 -0.67 -7.29 -1.570
N 1.23 -1.14 -5.66 -0.366
H 3.27 3.11 -6.33 0.317
H 4.85 3.16 -5.49 0.289
H 3.37 3.30 -4.50 0.231
H 1.81 1.12 -4.52 -0.095
H 2.00 1.35 -6.25 0.827
H 3.32 -1.11 -5.20 0.078
H 2.21 -0.27 -8.02 0.330
H 3.19 -1.67 -7.66 0.399
H 3.80 -0.06 -7.38 0.389
H 1.33 -2.06 -6.09 0.315
H 0.99 -1.28 -4.69 -0.212
C 2.63 0.06 3.26 -1.682
O 1.30 0.36 3.54 0.659
C 1.05 0.45 4.96 -1.796
C -0.45 0.13 5.28 1.604
C -0.57 0.34 6.78 -1.460
N -0.64 -1.27 4.80 -0.663
H 2.71 -0.02 2.20 0.293
H 2.88 -0.93 3.68 0.614
H 3.38 0.82 3.66 0.423
H 1.63 -0.27 5.51 0.685
H 1.21 1.44 5.40 0.353
H -1.09 0.84 4.70 -0.478
H -1.15 -0.46 7.26 0.393
H -0.87 1.38 6.95 0.368
H 0.41 0.33 7.29 0.333
H -0.22 -1.36 3.88 0.050
H -1.64 -1.40 4.77 0.282
C 5.60 -0.65 1.65 -0.719
O 4.92 -0.66 0.44 -0.329
C 4.50 0.64 0.03 -1.060
C 3.23 0.56 -0.84 3.091
C 3.46 -0.56 -1.86 -1.568
N 3.06 1.94 -1.41 -0.588
H 5.03 -0.16 2.45 0.160
H 6.49 -0.06 1.58 0.347
H 5.79 -1.67 1.98 0.262
H 4.21 1.21 1.01 0.294
H 5.24 1.21 -0.53 0.457
H 2.36 0.31 -0.18 -1.472
H 4.15 -0.44 -2.70 0.309
H 2.53 -0.82 -2.35 0.262
H 3.83 -1.48 -1.34 0.436
H 3.62 2.03 -2.30 0.284
H 2.09 2.11 -1.66 0.034
N -3.34 -0.97 -3.49 -0.525
C -3.63 -0.82 -2.11 0.510
N -3.28 0.41 -1.69 -0.177
O -4.14 -1.69 -1.42 -0.787
H -3.31 -1.96 -3.74 0.296
H -2.46 -0.45 -3.75 0.241
H -3.73 0.63 -0.79 -0.069
H -3.31 1.09 -2.41 0.340
N -3.36 -1.15 1.36 -0.032
C -4.55 -0.64 1.80 0.450
N -5.61 -1.11 1.13 -0.395
O -4.66 -0.07 2.89 -0.642
H -3.27 -1.46 0.42 0.197
H -2.63 -0.49 1.55 -0.072
H -5.37 -1.40 0.21 0.289
H -6.54 -0.76 1.23 0.236
N -1.90 2.42 -5.56 -0.300
C -1.27 1.24 -5.48 0.564
N -0.63 0.75 -6.62 -0.341
O -1.15 0.68 -4.37 -0.471
H -2.31 2.86 -4.74 0.055
H -2.14 2.90 -6.43 0.171
H -0.72 1.27 -7.43 0.147
H -0.01 -0.03 -6.44 0.239
N -2.04 4.43 -1.51 -0.218
C -1.96 3.35 -2.33 0.479
N -0.78 2.75 -2.40 0.048
O -2.93 2.92 -2.96 -0.911
H -1.29 4.75 -0.92 0.222
H -2.77 5.06 -1.73 0.238
H -0.17 2.75 -1.61 0.035
H -0.72 1.97 -3.05 0.107
N -0.38 2.68 2.27 0.011
C 0.56 3.15 1.36 0.210
N 1.83 2.64 1.46 -0.190
O 0.30 3.96 0.44 -0.753
H -1.14 3.28 2.49 0.148
H -0.21 1.91 2.88 0.068
H 2.47 2.81 0.71 0.272
H 2.19 2.29 2.34 0.143
N 1.39 -3.96 -3.07 -0.355
C 0.24 -4.00 -3.82 0.543
N -0.88 -3.68 -3.10 -0.279
O 0.19 -4.23 -5.01 -0.680
H 2.25 -3.83 -3.58 0.247
H 1.33 -3.56 -2.18 0.178
H -0.82 -3.29 -2.18 0.242
H -1.80 -3.63 -3.51 0.148
N -0.45 0.45 -0.49 2.142
C -0.19 -0.88 -0.05 -1.474
N 0.26 -1.06 1.23 1.812
O -0.27 -1.87 -0.81 -0.253
H -1.18 0.58 -1.21 -0.496
H -0.61 1.05 0.31 -0.496
H 0.48 -0.27 1.81 -0.536
H 0.46 -2.02 1.53 -0.189
```